(1)
ORCA calculation (wB97M-V/def2-TZVPD) on 8 unconnected molecules or ions with the total composition C54H56BBrO17P.

The LUMO energy is -0.88 eV. The calculation puts the total energy at -6310.2477 a.u. The total charge is -1. Its HOMO-LUMO gap is 2.7 eV.

Atoms and positions in Å:
C: -0.780 -2.197 2.546
C: -0.664 -0.592 2.100
C: -0.539 -0.400 0.465
C: 1.036 -0.139 -0.028
C: 1.354 -0.717 -1.529
B: 0.976 0.366 -2.753
O: -0.207 1.201 -2.441
C: 2.215 1.407 -3.088
C: 1.762 2.795 -3.834
C: 1.162 2.607 -5.349
C: 0.580 4.065 -5.922
C: -0.062 3.941 -7.440
O: -0.618 2.614 -7.756
C: -2.078 2.603 -7.489
C: -2.481 1.005 -7.282
P: 0.703 -0.764 -4.323
O: -1.017 -1.204 -4.353
Br: 2.017 -2.635 -4.186
H: -1.848 -2.609 2.230
H: 0.072 -2.836 2.017
H: -0.590 -2.323 3.717
H: 0.288 -0.173 2.680
H: -1.594 -0.040 2.575
H: -0.855 -1.433 -0.011
H: -1.248 0.485 0.142
H: 1.382 0.974 0.151
H: 1.691 -0.795 0.724
H: 2.512 -0.944 -1.578
H: 0.682 -1.664 -1.749
H: -0.652 1.493 -3.313
H: 2.796 1.733 -2.098
H: 3.004 0.839 -3.744
H: 2.752 3.452 -3.950
H: 1.005 3.454 -3.220
H: 1.974 2.253 -6.144
H: 0.220 1.876 -5.397
H: -0.318 4.387 -5.205
H: 1.470 4.833 -5.910
H: 0.743 4.177 -8.279
H: -0.942 4.724 -7.591
H: -2.343 3.272 -6.558
H: -2.662 2.948 -8.471
H: -2.387 0.498 -8.356
H: -1.673 0.465 -6.606
H: -3.526 0.843 -6.781
H: -1.560 -0.393 -4.059
C: -3.856 -0.171 -1.290
C: -4.969 -0.386 -0.583
C: -6.213 0.357 -0.868
O: -7.232 0.163 -0.220
C: -6.178 1.346 -1.964
C: -5.064 1.561 -2.671
C: -3.821 0.817 -2.386
O: -2.801 1.012 -3.034
H: -2.935 -0.708 -1.094
H: -5.011 -1.108 0.224
H: -7.098 1.882 -2.160
H: -5.022 2.283 -3.477
C: -4.235 -5.920 2.698
C: -3.947 -6.618 3.801
C: -2.584 -7.125 4.053
O: -2.320 -7.765 5.061
C: -1.551 -6.829 3.041
C: -1.838 -6.131 1.938
C: -3.202 -5.624 1.686
O: -3.466 -4.984 0.678
H: -5.230 -5.542 2.498
H: -4.694 -6.843 4.554
H: -0.556 -7.207 3.241
H: -1.092 -5.906 1.186
C: 1.363 6.377 1.728
C: 1.017 5.621 2.774
C: 0.412 4.287 2.589
O: 0.094 3.595 3.546
C: 0.206 3.821 1.203
C: 0.552 4.578 0.157
C: 1.156 5.911 0.343
O: 1.475 6.604 -0.614
H: 1.807 7.358 1.847
H: 1.163 5.948 3.797
H: -0.238 2.840 1.084
H: 0.406 4.250 -0.866
C: -7.656 -8.883 3.321
C: -8.128 -10.133 3.358
C: -7.929 -10.991 4.542
O: -8.359 -12.136 4.577
C: -7.190 -10.415 5.683
C: -6.719 -9.165 5.646
C: -6.918 -8.306 4.462
O: -6.488 -7.162 4.427
H: -7.793 -8.240 2.460
H: -8.673 -10.570 2.530
H: -7.054 -11.058 6.544
H: -6.174 -8.728 6.474
C: 2.491 9.591 -2.161
C: 2.699 8.508 -2.916
C: 3.901 8.385 -3.764
O: 4.091 7.395 -4.457
C: 4.864 9.503 -3.744
C: 4.656 10.586 -2.989
C: 3.454 10.710 -2.141
O: 3.264 11.700 -1.448
H: 1.614 9.698 -1.534
H: 2.002 7.679 -2.941
H: 5.741 9.397 -4.372
H: 5.353 11.416 -2.965
C: 3.859 -3.394 3.904
C: 4.713 -2.992 4.850
C: 4.281 -2.822 6.251
O: 5.062 -2.453 7.117
C: 2.868 -3.115 6.567
C: 2.014 -3.517 5.621
C: 2.446 -3.687 4.220
O: 1.665 -4.056 3.354
H: 4.159 -3.523 2.872
H: 5.752 -2.774 4.635
H: 2.567 -2.986 7.599
H: 0.975 -3.735 5.836
C: 7.129 1.190 1.613
C: 6.657 -0.060 1.650
C: 6.857 -0.919 2.834
O: 6.427 -2.064 2.869
C: 7.595 -0.343 3.975
C: 8.067 0.907 3.938
C: 7.868 1.766 2.754
O: 8.298 2.911 2.719
H: 6.993 1.832 0.752
H: 6.113 -0.497 0.822
H: 7.732 -0.986 4.836
H: 8.611 1.344 4.766



(2)
ORCA calculation (wB97M-V/def2-TZVPD) on a molecular structure, C54H56CoN7.

The LUMO energy (spin up / spin down) is 1.51 / 1.52 eV. As for the spin multiplicity: 2. The calculation puts the total energy at -3857.3747 a.u. The total charge is -1. As for the expectation value of S²: 0.7576. Its HOMO-LUMO gap (spin up / spin down) is 4.2 / 4.2 eV.

Atoms and positions in Å:
Co: -0.176 0.754 0.229
C: -0.613 -6.362 1.142
C: -1.550 -5.248 1.633
C: -1.492 -4.033 0.742
C: -2.464 -3.833 -0.431
C: -3.804 -4.555 -0.214
C: -4.606 -4.053 0.992
C: -1.945 -1.393 -1.503
C: -2.569 -0.411 -2.356
C: -2.199 0.902 -2.404
C: -2.648 1.871 -3.404
C: -3.742 1.642 -4.400
C: -3.311 0.801 -5.609
C: -1.879 2.973 -3.225
C: -0.968 2.671 -2.116
C: 0.123 3.473 -1.712
C: 1.123 3.139 -0.825
N: 1.234 1.997 -0.076
C: 2.337 2.141 0.706
C: 2.784 1.282 1.692
C: 2.276 0.034 2.105
N: 1.228 -0.607 1.587
C: 1.210 -1.860 2.189
C: 0.457 -2.976 1.913
C: -0.521 -3.102 0.870
N: -0.582 -1.968 0.045
C: 2.265 -1.935 3.209
C: 2.934 -0.763 3.148
C: 4.126 -0.335 3.947
C: 5.446 -0.593 3.210
C: 2.549 -3.102 4.102
C: 3.407 -4.178 3.423
C: 2.993 3.414 0.412
C: 2.243 4.029 -0.536
C: 2.490 5.355 -1.182
C: 3.117 5.217 -2.575
C: 4.246 3.922 1.051
C: 5.510 3.398 0.360
N: -1.228 1.476 -1.609
C: -1.883 4.241 -4.022
C: -1.033 4.128 -5.294
H: -0.602 -7.201 1.842
H: 0.403 -5.978 1.038
H: -0.933 -6.729 0.166
H: -1.260 -4.957 2.645
H: -2.562 -5.645 1.700
H: -3.618 -5.627 -0.116
H: -4.396 -4.426 -1.124
H: -3.951 -3.818 1.833
H: -5.325 -4.809 1.314
H: -5.168 -3.150 0.750
H: -3.374 -0.743 -3.005
H: -4.113 2.607 -4.755
H: -4.575 1.140 -3.901
H: -2.530 1.309 -6.176
H: -4.160 0.625 -6.273
H: -2.917 -0.163 -5.289
H: 0.230 4.434 -2.198
H: 3.676 1.612 2.210
H: 0.622 -3.830 2.561
H: 4.136 -0.869 4.900
H: 4.045 0.730 4.181
H: 5.580 -1.661 3.035
H: 6.298 -0.231 3.790
H: 5.448 -0.093 2.240
H: 1.611 -3.549 4.439
H: 3.070 -2.746 4.994
H: 2.919 -4.544 2.519
H: 3.576 -5.023 4.095
H: 4.377 -3.767 3.139
H: 3.155 5.947 -0.550
H: 1.551 5.908 -1.262
H: 4.067 4.683 -2.513
H: 3.303 6.199 -3.017
H: 2.459 4.655 -3.238
H: 4.268 3.632 2.104
H: 4.250 5.014 1.026
H: 5.510 2.307 0.342
H: 6.408 3.737 0.881
H: 5.557 3.753 -0.671
H: -1.500 5.061 -3.410
H: -2.909 4.501 -4.295
H: -0.004 3.868 -5.042
H: -1.028 5.069 -5.851
H: -1.427 3.347 -5.945
C: 1.712 -1.382 -3.244
C: 1.344 -0.411 -2.305
N: 0.399 -0.557 -1.418
C: -0.393 -1.765 -1.397
C: 0.035 -2.861 -2.303
C: 1.050 -2.610 -3.203
C: -0.711 -4.086 -2.345
C: -1.778 -4.492 -1.628
C: -2.772 -2.326 -0.636
C: -1.879 -1.333 0.029
N: -1.824 -0.150 0.731
C: -2.549 0.282 1.748
C: -3.703 -0.279 2.316
C: -4.316 0.341 3.403
C: -3.835 1.508 3.964
C: -2.676 2.107 3.428
C: -2.091 3.295 3.915
C: -0.960 3.781 3.315
C: -0.388 3.094 2.236
N: -0.897 1.976 1.756
C: -2.029 1.494 2.327
H: 2.514 -1.196 -3.945
H: 1.882 0.535 -2.267
H: 1.329 -3.395 -3.902
H: -0.358 -4.789 -3.098
H: -2.153 -5.489 -1.850
H: -3.830 -2.074 -0.679
H: -4.104 -1.197 1.906
H: -5.207 -0.110 3.827
H: -4.329 1.965 4.812
H: -2.546 3.809 4.755
H: -0.490 4.693 3.662
H: 0.503 3.484 1.764



(3)
ORCA calculation (wB97M-V/def2-TZVPD) on a molecular structure, C54H56EuN6O2P3.

The LUMO energy (spin up / spin down) is -3.98 / -3.98 eV. As for the spin multiplicity: 8. The calculation puts the total energy at -4304.2420 a.u. The total charge is +1. As for the expectation value of S²: 15.7971. Its HOMO-LUMO gap (spin up / spin down) is 4.6 / 4.7 eV.

Atoms and positions in Å:
Eu: -15.157 -4.307 14.984
C: -12.900 -3.593 18.399
P: -14.146 -4.794 19.150
C: -14.804 -3.864 20.529
C: -15.176 -2.515 20.344
C: -15.402 -1.687 21.496
C: -15.440 -2.258 22.760
C: -15.233 -3.621 22.935
C: -14.985 -4.406 21.810
C: -13.130 -6.137 19.596
C: -12.481 -5.905 20.805
C: -11.445 -6.746 21.168
C: -10.806 -7.580 20.219
C: -11.427 -7.792 19.005
C: -12.659 -7.149 18.748
C: -13.366 -2.361 17.761
C: -13.214 -1.062 18.378
C: -13.647 -0.130 17.445
C: -13.997 -0.907 16.255
C: -14.617 -0.577 15.061
P: -16.907 -6.035 18.020
C: -17.907 -5.050 19.139
C: -19.088 -5.724 19.510
C: -19.963 -5.177 20.470
C: -19.595 -4.010 21.092
C: -18.432 -3.299 20.711
C: -17.760 -3.672 19.519
C: -16.416 -7.356 19.119
C: -15.608 -8.363 18.605
C: -15.157 -9.398 19.422
C: -15.237 -9.367 20.774
C: -16.103 -8.413 21.353
C: -16.811 -7.543 20.504
N: -13.853 -2.327 16.525
H: -12.310 -4.244 17.727
H: -12.216 -3.403 19.268
H: -15.353 -2.039 19.394
H: -15.613 -0.628 21.327
H: -15.695 -1.654 23.646
H: -15.259 -4.176 23.929
H: -15.020 -5.486 22.013
H: -12.615 -4.995 21.423
H: -11.114 -6.680 22.225
H: -9.819 -7.994 20.321
H: -10.971 -8.453 18.203
H: -13.231 -7.379 17.857
H: -12.791 -0.827 19.373
H: -13.664 0.932 17.571
H: -15.071 -1.332 14.452
H: -14.670 0.515 14.795
H: -19.256 -6.729 19.177
H: -20.926 -5.679 20.649
H: -20.255 -3.592 21.907
H: -18.068 -2.472 21.395
H: -17.193 -2.973 18.934
H: -15.158 -8.348 17.594
H: -14.599 -10.234 18.949
H: -14.599 -10.061 21.366
H: -16.235 -8.463 22.454
H: -17.560 -6.869 20.924
C: -11.334 -8.661 11.944
C: -11.739 -7.538 11.205
C: -12.559 -6.520 11.736
C: -13.166 -6.819 12.981
C: -12.756 -7.953 13.733
C: -11.849 -8.863 13.155
N: -14.349 -6.119 13.301
N: -15.292 -6.886 13.850
C: -15.976 -7.835 13.175
C: -16.429 -8.768 14.109
C: -16.954 -10.018 13.674
C: -17.153 -10.248 12.273
C: -16.942 -9.248 11.396
C: -16.219 -8.061 11.801
H: -10.558 -9.324 11.476
H: -11.226 -7.376 10.272
H: -12.902 -5.675 11.147
H: -13.364 -8.158 14.669
H: -11.497 -9.708 13.767
H: -16.266 -8.429 15.165
H: -17.152 -10.762 14.437
H: -17.606 -11.128 11.865
H: -17.348 -9.248 10.363
O: -17.281 -3.433 15.285
H: -15.905 -7.344 11.057
H: -17.963 -4.009 15.024
O: -14.537 -5.643 16.754
N: -15.202 -5.061 17.848
N: -9.321 -1.149 14.855
C: -10.212 -1.529 14.242
C: -11.243 -2.045 13.410
C: -11.480 -1.488 12.185
C: -12.644 -1.771 11.521
C: -13.609 -2.506 12.197
N: -13.392 -3.062 13.412
C: -12.248 -2.792 14.047
H: -10.799 -0.733 11.762
H: -12.745 -1.462 10.501
H: -14.634 -2.623 11.794
H: -12.123 -3.171 15.072
C: -8.308 -8.811 15.988
C: -9.194 -7.558 16.167
P: -8.487 -5.919 15.442
C: -7.996 -6.619 13.742
C: -6.888 -5.845 13.063
C: -6.816 -6.137 16.259
C: -5.976 -4.841 16.327
H: -7.275 -8.635 16.328
H: -8.272 -9.141 14.910
H: -8.778 -9.663 16.527
H: -9.357 -7.358 17.234
H: -10.185 -7.642 15.734
H: -8.947 -6.595 13.206
H: -7.668 -7.614 13.943
H: -6.892 -4.830 13.411
H: -7.066 -5.790 11.939
H: -5.842 -6.240 13.199
H: -6.286 -6.993 15.756
H: -7.015 -6.475 17.274
H: -5.819 -4.333 15.371
H: -4.983 -5.073 16.700
H: -6.458 -4.034 16.923